1.
{"formula": "C24H25N4O6PbS", "method": "ωB97M-V/def2-TZVPD", "homo_energy_ha": -0.1896, "e_above_lowest_kcal_mol": 7.87, "lumo_energy_ev": 1.74, "charge": -1, "species": ["Pb", "S", "O", "O", "O", "O", "O", "O", "N", "N", "N", "N", "C", "C", "C", "C", "C", "C", "C", "C", "C", "C", "C", "C", "C", "C", "C", "C", "C", "C", "C", "C", "C", "C", "C", "C", "H", "H", "H", "H", "H", "H", "H", "H", "H", "H", "H", "H", "H", "H", "H", "H", "H", "H", "H", "H", "H", "H", "H", "H", "H"], "positions_angstrom": [[1.1102, -0.1121, 1.2896], [-0.0285, 2.7625, -0.0918], [2.1851, -0.6389, 5.7027], [5.4416, 1.2636, 0.7295], [-0.7194, 2.9926, -1.3914], [1.0242, -2.6207, 1.8081], [3.2157, 1.0172, 0.5608], [1.0044, -0.7441, 3.7950], [-1.4237, -0.5704, 1.0752], [-6.5527, 0.5748, -6.1533], [3.3699, -1.0990, 2.4120], [0.6806, -0.7386, -1.0784], [3.2945, -2.5365, 2.6659], [2.3198, -3.2084, 1.7168], [4.4925, -0.7525, 1.5454], [-2.2298, -0.4219, -0.0412], [-0.4769, -0.6687, -1.8417], [1.6865, -0.8844, -1.9278], [-3.5751, -0.1955, 0.3833], [-4.7499, 0.1652, -4.3452], [-3.6635, -1.3011, -2.7885], [2.0742, -0.5942, 4.4812], [-3.9042, 1.2072, -3.9632], [-2.8175, -0.2664, -2.4055], [4.3905, 0.6507, 0.9006], [3.3520, -0.3197, 3.6512], [-2.9380, 0.9889, -2.9968], [-2.2100, -0.4394, 2.1286], [-1.7724, -0.4673, -1.3561], [-3.5623, -0.2089, 1.7566], [-5.7512, 0.3915, -5.3489], [1.2422, -0.9472, -3.2690], [-0.1240, -0.8009, -3.2145], [-1.0274, 3.5614, 1.1689], [1.3928, 3.8527, -0.0468], [-4.6296, -1.0917, -3.7580], [-4.3993, -0.0819, 2.4249], [4.5162, -1.4714, 0.7191], [-0.8100, -0.7873, -4.0471], [2.2619, -4.2796, 1.9362], [1.8605, -1.0647, -4.1443], [-0.5223, 3.4904, 2.1321], [5.4495, -0.8310, 2.0769], [-4.0050, 2.1799, -4.4252], [-1.9664, 3.0105, 1.2073], [-5.2899, -1.8934, -4.0603], [0.8833, -2.3066, 2.7262], [2.9360, -2.6999, 3.6858], [-1.7949, -0.4995, 3.1278], [3.3793, 0.7410, 3.3834], [-1.2103, 4.6007, 0.8938], [-2.2749, 1.7857, -2.6785], [4.2289, -0.5300, 4.2749], [4.2818, -3.0129, 2.6087], [1.7343, 3.9744, 0.9803], [2.7080, -0.8955, -1.5689], [2.1865, 3.3790, -0.6191], [2.6274, -3.0957, 0.6734], [-4.4288, -0.0462, -0.2592], [-3.5614, -2.2718, -2.3204], [1.0891, 4.8060, -0.4812]], "forces_ev_per_a": [[0.01, 0.45, 0.11], [-0.04, -0.23, -0.04], [0.00, 0.04, -0.12], [-0.07, -0.04, 0.03], [-0.04, 0.10, -0.06], [0.01, -0.11, -0.03], [-0.03, -0.06, -0.03], [-0.17, -0.23, 0.01], [0.00, 0.02, 0.03], [0.02, -0.01, 0.03], [-0.02, -0.03, -0.14], [0.09, -0.01, 0.12], [-0.07, -0.04, 0.11], [-0.03, -0.01, -0.07], [0.03, 0.00, 0.01], [0.04, 0.06, 0.05], [0.06, 0.02, 0.03], [0.00, 0.03, 0.02], [-0.05, 0.01, -0.02], [0.06, 0.05, 0.03], [0.01, 0.00, 0.04], [0.11, 0.09, 0.12], [0.01, -0.06, 0.02], [0.02, 0.07, 0.00], [0.06, 0.03, -0.05], [0.06, -0.10, 0.02], [-0.04, 0.01, -0.01], [0.07, 0.02, 0.00], [-0.09, -0.16, -0.09], [-0.01, -0.02, 0.01], [-0.09, 0.02, -0.10], [0.02, 0.00, 0.02], [-0.01, 0.01, -0.06], [0.00, 0.03, -0.03], [-0.07, 0.08, 0.04], [0.03, 0.00, 0.03], [0.00, 0.01, 0.00], [0.01, 0.01, 0.00], [0.00, 0.01, 0.02], [0.00, 0.01, 0.01], [0.00, 0.00, 0.00], [0.01, -0.01, 0.00], [-0.02, 0.05, 0.00], [-0.02, 0.00, -0.01], [0.00, -0.02, 0.00], [0.00, 0.01, -0.01], [0.00, -0.01, 0.09], [0.02, 0.00, 0.00], [-0.02, -0.03, 0.00], [-0.01, 0.01, 0.02], [0.03, -0.01, -0.02], [0.03, -0.01, 0.00], [-0.01, 0.01, -0.01], [-0.01, 0.00, -0.06], [0.00, -0.05, 0.01], [0.00, -0.02, -0.01], [0.00, -0.02, -0.04], [0.06, 0.00, 0.02], [0.01, 0.01, -0.01], [0.01, 0.01, 0.00], [0.03, 0.00, 0.01]]}


2.
{"formula": "C24H25N6O6S2Ti", "method": "ωB97M-V/def2-TZVPD", "homo_energy_ha": -0.1545, "e_above_lowest_kcal_mol": 0.00, "lumo_energy_ev": 2.34, "charge": -1, "species": ["Ti", "S", "S", "O", "O", "O", "O", "O", "O", "N", "N", "N", "N", "N", "N", "C", "C", "C", "C", "C", "C", "C", "C", "C", "C", "C", "C", "C", "C", "C", "C", "C", "C", "C", "C", "C", "C", "C", "C", "H", "H", "H", "H", "H", "H", "H", "H", "H", "H", "H", "H", "H", "H", "H", "H", "H", "H", "H", "H", "H", "H", "H", "H", "H"], "positions_angstrom": [[-0.6845, -0.5748, -0.0945], [-5.4034, -1.2242, 0.9420], [-2.8211, 0.4229, 0.5991], [2.1432, 5.3991, 0.6847], [-0.1947, 0.6996, -1.7458], [0.9202, 2.5009, -2.4815], [1.9032, 4.6365, -1.3949], [1.5569, -0.9346, -0.3415], [-0.3988, -1.4269, 1.6368], [0.1227, 1.3609, 0.8033], [3.4675, 0.2604, -0.4798], [2.4135, -0.4729, -2.4063], [-3.2142, -2.1002, -0.1558], [-1.9893, -1.7950, -0.7229], [0.9146, 3.1460, 1.7679], [0.3244, 1.9424, 1.9649], [-4.8015, -1.2076, 3.6746], [-0.3279, -2.7616, 1.6402], [-0.3503, -3.0330, -2.0991], [0.5699, 2.2129, -0.1644], [-3.4703, -1.6261, 3.6880], [-0.0636, 1.3768, 3.2812], [2.4239, -0.4027, -1.0355], [-5.6307, -1.5814, 4.7275], [-2.9931, -2.4031, 4.7326], [1.7493, 4.5546, -0.0909], [-5.1508, -2.3524, 5.7779], [-0.4208, -4.8303, 0.4094], [3.5464, 0.5005, 0.9462], [-5.3435, -0.3744, 2.5460], [-0.0912, -5.5417, 1.5605], [0.0020, -3.4725, 2.7927], [0.4204, 1.7920, -1.5869], [-3.8282, -2.7671, 5.7819], [-0.5531, -3.4502, 0.4316], [0.1159, -4.8564, 2.7491], [-3.7199, -1.0732, 0.4173], [-0.8633, -2.5951, -0.7472], [1.0848, 3.3369, 0.4171], [-0.5803, -5.3615, -0.5225], [-3.4500, -3.3782, 6.5924], [2.7664, -0.0882, 1.4242], [0.0037, -6.6201, 1.5270], [0.1897, -2.9210, 3.7074], [-2.8047, -1.3501, 2.8771], [-0.2237, 0.3062, 3.1547], [-5.8138, -2.6337, 6.5875], [3.3892, 1.5570, 1.1777], [1.5190, 3.8217, -1.8718], [4.5152, 0.1886, 1.3369], [-0.9986, 1.8240, 3.6232], [-0.8468, -3.9437, -2.4582], [0.3776, -5.4010, 3.6494], [-6.3745, -0.0843, 2.7542], [0.7251, -3.2313, -2.0683], [4.1740, 0.6389, -1.0850], [-4.7580, 0.5348, 2.4098], [-0.5510, -2.2520, -2.8375], [1.5059, -0.7601, -2.7464], [2.7558, 0.3437, -2.8910], [0.7076, 1.5557, 4.0317], [-6.6686, -1.2659, 4.7224], [-1.9650, -2.7394, 4.7121], [1.1858, 3.8250, 2.4610]], "forces_ev_per_a": [[0.04, -0.04, 0.02], [0.02, 0.00, -0.02], [-0.03, 0.01, 0.01], [-0.01, 0.04, 0.03], [-0.03, 0.02, -0.01], [0.03, 0.03, 0.00], [-0.04, -0.03, -0.03], [0.04, 0.04, -0.02], [0.02, 0.02, -0.07], [-0.01, -0.01, 0.04], [0.01, -0.02, 0.01], [0.00, -0.02, 0.02], [0.01, 0.02, -0.04], [0.00, -0.01, 0.10], [-0.01, -0.02, 0.01], [0.02, 0.01, -0.02], [-0.02, -0.02, 0.00], [0.01, 0.02, 0.00], [0.00, 0.00, 0.00], [0.00, 0.02, -0.02], [0.02, 0.01, 0.00], [0.00, 0.00, 0.01], [-0.02, 0.01, 0.01], [0.01, 0.00, 0.00], [-0.01, 0.01, -0.01], [0.06, -0.05, -0.02], [-0.01, -0.01, 0.01], [0.00, -0.01, 0.01], [0.00, 0.01, -0.01], [-0.01, 0.04, 0.04], [0.00, 0.01, 0.00], [-0.01, 0.01, 0.02], [-0.03, -0.04, 0.01], [0.00, 0.00, -0.01], [-0.01, 0.00, -0.01], [0.00, -0.01, 0.00], [-0.04, -0.04, -0.04], [-0.01, 0.01, -0.02], [-0.01, 0.00, 0.01], [0.00, 0.00, 0.00], [0.00, 0.00, 0.00], [0.00, 0.00, 0.00], [0.00, 0.00, 0.00], [0.01, -0.01, 0.00], [-0.01, 0.00, 0.01], [0.00, 0.00, 0.00], [0.00, 0.00, 0.00], [0.00, 0.00, 0.00], [0.01, 0.01, 0.01], [0.00, 0.00, 0.00], [0.00, 0.00, 0.00], [0.00, 0.00, 0.00], [0.00, 0.00, 0.00], [0.01, 0.00, 0.01], [0.00, 0.00, 0.00], [0.00, 0.01, 0.00], [0.01, 0.00, -0.02], [0.00, 0.00, 0.00], [-0.01, 0.00, -0.01], [0.00, 0.00, -0.01], [0.00, 0.00, 0.00], [0.00, 0.00, 0.00], [0.01, 0.00, 0.01], [0.00, 0.00, -0.01]]}


3.
{"formula": "C24H25N7O3Pd", "method": "ωB97M-V/def2-TZVPD", "homo_energy_ha": -0.5357, "e_above_lowest_kcal_mol": 0.00, "lumo_energy_ev": -8.04, "charge": 2, "species": ["Pd", "O", "O", "O", "N", "N", "N", "N", "N", "N", "N", "C", "C", "C", "C", "C", "C", "C", "C", "C", "C", "C", "C", "C", "C", "C", "C", "C", "C", "C", "C", "C", "C", "C", "C", "H", "H", "H", "H", "H", "H", "H", "H", "H", "H", "H", "H", "H", "H", "H", "H", "H", "H", "H", "H", "H", "H", "H", "H", "H"], "positions_angstrom": [[0.9285, -0.7255, 1.3442], [-0.2336, -2.7902, -0.2553], [-2.4785, 0.7250, 1.3901], [3.8606, -0.0549, 4.1350], [-2.2540, -1.9259, -2.1266], [-0.2182, 0.9756, 1.6232], [-0.2600, 2.3668, -0.7582], [-0.5008, -0.7220, -1.1679], [-0.8431, -0.6476, -3.4628], [1.9268, 0.2036, 2.8617], [2.3686, -2.1532, 1.6661], [-0.4848, 2.9510, 3.0139], [-1.2751, 4.0119, -2.1667], [1.9810, 2.1763, 4.3281], [-1.4938, 1.2635, 0.9831], [1.2998, 3.2888, 4.6556], [-1.4412, 2.2322, -0.1478], [4.3075, -2.6153, 2.9893], [0.0557, 3.6784, 4.0001], [3.5108, -4.2222, 1.4170], [-0.1894, 3.2433, -1.7547], [-1.7985, -0.3930, -4.5419], [-1.2152, -1.1223, -2.2731], [3.1029, -0.4715, 3.3103], [3.2654, -1.7946, 2.6172], [0.5208, -0.1847, -3.7149], [-0.0250, -1.6089, -0.1591], [-2.5880, 2.9264, -0.4965], [-2.9712, -2.0691, -0.8591], [-2.6494, -2.8859, -3.1603], [4.4373, -3.8545, 2.3731], [0.1898, 1.7446, 2.5764], [1.4570, 1.3309, 3.2882], [2.4857, -3.3458, 1.0870], [-2.4942, 3.8477, -1.5321], [-0.4340, 4.5826, 4.3358], [1.2190, -0.6649, -3.0351], [-2.8136, -0.4236, -4.1581], [-0.0562, 0.1895, -1.2119], [0.7748, 3.3455, -2.2389], [1.7258, -3.5991, 0.3618], [5.2448, -4.5196, 2.6464], [-2.7806, -1.2167, -0.2135], [0.7922, -0.4579, -4.7330], [-4.0364, -2.1093, -1.0818], [-1.1559, 4.7258, -2.9700], [-1.6047, 0.6053, -4.9335], [0.5933, 0.9004, -3.6162], [2.8942, 1.8934, 4.8256], [-1.6910, -1.1111, -5.3541], [-2.6685, -2.9866, -0.3573], [-1.4129, 3.2456, 2.5439], [3.5641, -5.1806, 0.9209], [1.6758, 3.9292, 5.4428], [-3.3563, 4.4284, -1.8312], [-3.5970, -2.6090, -3.6207], [-1.8770, -2.9666, -3.9181], [-2.7629, -3.8563, -2.6793], [4.9910, -2.2761, 3.7550], [-3.5121, 2.7529, 0.0380]], "forces_ev_per_a": [[0.00, 0.03, -0.01], [0.03, -0.01, 0.00], [0.00, -0.01, -0.04], [0.01, 0.00, -0.01], [0.01, 0.00, -0.01], [0.04, -0.05, -0.05], [0.01, 0.01, -0.01], [0.05, -0.04, 0.02], [-0.01, 0.00, 0.01], [-0.02, -0.01, 0.01], [-0.04, 0.01, -0.03], [-0.01, 0.04, 0.02], [0.00, -0.01, 0.00], [0.00, 0.02, 0.00], [0.01, 0.05, 0.11], [0.00, -0.01, -0.01], [-0.01, -0.03, -0.06], [0.00, 0.00, 0.00], [0.00, -0.02, -0.01], [0.00, 0.00, 0.00], [-0.01, 0.01, 0.01], [0.00, -0.03, 0.01], [-0.01, 0.00, 0.01], [-0.03, 0.00, 0.03], [0.02, 0.00, 0.00], [0.01, -0.01, 0.00], [-0.01, 0.03, 0.01], [0.01, -0.01, 0.00], [-0.01, 0.00, 0.00], [-0.01, 0.02, -0.01], [0.00, 0.00, 0.00], [-0.01, 0.00, 0.02], [0.01, -0.02, -0.02], [0.00, 0.00, 0.00], [0.01, 0.00, 0.00], [0.00, 0.00, 0.00], [0.00, 0.00, 0.00], [-0.01, -0.01, 0.01], [-0.04, 0.02, 0.03], [0.00, 0.00, 0.00], [0.00, 0.00, 0.00], [0.00, 0.00, 0.00], [0.00, -0.01, 0.00], [0.00, 0.00, 0.00], [0.00, 0.00, 0.00], [0.00, 0.00, 0.00], [0.00, 0.00, 0.00], [0.00, 0.00, 0.00], [0.00, 0.00, 0.00], [0.00, -0.01, 0.00], [0.00, 0.00, 0.00], [0.00, 0.00, 0.00], [0.00, 0.00, 0.00], [0.00, 0.00, 0.00], [0.00, 0.00, 0.00], [0.00, 0.00, 0.00], [0.01, 0.01, -0.01], [0.00, 0.00, 0.00], [0.00, 0.00, 0.00], [0.00, 0.00, 0.00]]}


4.
{"formula": "C24H25NO4", "method": "ωB97M-V/def2-TZVPD", "homo_energy_ha": -0.2878, "smiles": "COc1ccc(CCNC(=O)COc2ccc(-c3ccccc3)cc2)cc1OC", "e_above_lowest_kcal_mol": 21.20, "lumo_energy_ev": 0.76, "species": ["O", "O", "O", "O", "N", "C", "C", "C", "C", "C", "C", "C", "C", "C", "C", "C", "C", "C", "C", "C", "C", "C", "C", "C", "C", "C", "C", "C", "C", "H", "H", "H", "H", "H", "H", "H", "H", "H", "H", "H", "H", "H", "H", "H", "H", "H", "H", "H", "H", "H", "H", "H", "H", "H"], "positions_angstrom": [[0.5188, -3.6466, -1.6794], [-1.7025, -2.0658, -3.9653], [-1.7150, 2.2473, 0.8097], [1.1639, 2.1576, 0.8140], [0.5372, -1.8616, -3.6878], [-0.5953, -1.9345, -0.3288], [-3.1175, 2.2970, 0.7520], [0.5076, -1.2113, 1.7018], [1.5601, -2.0779, 1.4089], [-0.6017, 0.6723, 4.7609], [1.7249, 0.2087, 3.3400], [-0.5704, -3.6735, -2.5710], [-0.5648, -1.1633, 0.8184], [-1.6442, 1.4129, -1.4732], [0.7240, -0.6830, -4.4966], [-1.0238, 1.8255, -0.3019], [0.3808, 1.7881, -0.2409], [0.5341, -0.3688, 2.9043], [-0.6575, -2.4341, -3.4716], [1.3007, 0.4817, -3.6890], [-0.9211, 0.9675, -2.5656], [0.5884, 1.2396, 5.1850], [1.0844, 1.3134, -1.3415], [0.4500, -2.8083, -0.5956], [-0.6292, -0.1243, 3.6313], [1.7506, 1.0048, 4.4694], [0.4613, 0.9045, -2.5107], [1.5297, -2.8716, 0.2839], [0.6667, 3.0406, 1.7948], [-1.4586, 0.6604, -3.4479], [-3.4685, 2.9914, -0.0185], [2.6815, 1.4486, 4.7925], [-1.4290, -1.8361, -1.0059], [1.4147, 1.3336, -4.3662], [2.1601, 1.2877, -1.2542], [-3.4342, 2.6565, 1.7304], [2.3323, -3.5588, 0.0645], [0.2154, 3.9265, 1.3409], [-0.0603, 2.5576, 2.4492], [-0.2530, -0.4329, -4.9128], [-2.7196, 1.4314, -1.5479], [2.3982, -2.1516, 2.0856], [2.2976, 0.2108, -3.3330], [-0.3981, -4.5431, -3.2141], [-1.5251, -3.8144, -2.0525], [0.6091, 1.8618, 6.0677], [-1.3865, -0.4940, 1.0169], [1.3364, -2.2236, -3.1880], [1.4042, -0.9182, -5.3238], [-1.5585, -0.5786, 3.3198], [1.5371, 3.3366, 2.3802], [-1.5121, 0.8491, 5.3159], [2.6295, 0.0545, 2.7716], [-3.5531, 1.3080, 0.5737]], "forces_ev_per_a": [[0.21, -0.01, 0.10], [-0.38, 0.00, -0.10], [0.45, -0.19, -0.13], [-0.12, -0.40, -0.34], [0.47, 0.06, 0.03], [-0.04, -0.27, -0.30], [-0.20, 0.02, 0.01], [-0.09, -0.15, -0.25], [-0.12, 0.06, -0.03], [-0.07, 0.09, 0.08], [-0.08, -0.05, 0.00], [-0.36, -0.04, -0.13], [0.18, -0.06, 0.19], [-0.11, 0.09, 0.12], [0.04, 0.24, -0.10], [0.01, 0.14, 0.10], [0.08, 0.12, -0.07], [0.00, 0.16, 0.26], [0.23, -0.36, 0.31], [-0.17, -0.10, -0.13], [0.08, -0.05, -0.02], [-0.02, 0.06, 0.08], [-0.20, 0.06, 0.13], [0.10, 0.08, 0.26], [0.06, -0.03, -0.07], [0.08, 0.01, 0.08], [0.04, 0.02, 0.06], [-0.06, -0.08, -0.29], [-0.06, 0.32, 0.44], [-0.07, -0.08, -0.12], [0.01, -0.05, 0.01], [0.07, 0.04, 0.01], [-0.11, 0.01, -0.08], [0.12, -0.04, -0.02], [0.16, 0.00, 0.02], [-0.04, -0.03, -0.08], [0.09, -0.09, -0.01], [0.02, -0.03, 0.01], [0.10, 0.05, -0.03], [0.13, -0.02, -0.04], [-0.12, 0.02, 0.05], [0.08, -0.01, 0.07], [0.05, 0.05, -0.04], [-0.08, 0.14, 0.08], [0.10, 0.10, -0.08], [0.00, 0.04, 0.07], [-0.08, 0.12, 0.01], [-0.16, -0.06, 0.03], [-0.15, 0.08, 0.02], [-0.08, -0.05, -0.04], [-0.06, 0.02, -0.03], [-0.06, 0.00, 0.04], [0.09, 0.00, -0.08], [0.01, 0.03, -0.02]]}


The evaluated M for the records listed, in turn: 704.75, 605.50, 565.93, 391.47 g/mol.
The evaluated E for the records listed, in turn: -2191.16976, -3355.72110, -1665.96472, -1285.26481 hartree.